No. 1
{"formula": "C30H32BClI2N10NaO2", "method": "ωB97M-V/def2-TZVPD", "lumo_ha": 0.0709, "charge": -1, "e_above_lowest_kcal_mol": 0.0, "elements": ["C", "C", "C", "N", "N", "C", "C", "H", "C", "H", "H", "C", "H", "H", "H", "C", "H", "C", "O", "C", "C", "C", "N", "N", "C", "H", "H", "H", "I", "H", "N", "H", "B", "N", "C", "C", "H", "C", "C", "N", "H", "C", "H", "H", "C", "H", "Na", "C", "C", "H", "N", "H", "H", "H", "C", "H", "C", "N", "H", "I", "H", "Cl", "H", "H", "C", "C", "C", "H", "H", "C", "C", "H", "H", "C", "O", "H", "N", "H", "C"], "positions_angstrom": [[4.7968, -1.4475, -2.3581], [3.8719, 3.4902, 3.3355], [5.5784, -0.3763, -1.9810], [3.4818, -0.0883, -1.2147], [1.8273, -2.7969, -0.7626], [2.7222, 4.1852, 3.5681], [-2.2167, 1.5782, 2.2598], [5.0244, -2.3309, -2.9296], [-2.7045, -0.2451, -1.0779], [1.1789, -5.2252, 1.3093], [-0.8074, 0.8767, -3.5306], [1.9231, -4.1020, -0.4447], [-3.4792, 2.6174, -0.7765], [-1.9520, -2.1180, 0.4898], [0.2407, -2.7225, 1.9698], [1.4630, 3.5981, 3.3251], [4.8768, 1.3884, -0.7816], [-2.3738, 0.1387, 2.3047], [-1.4258, -0.6877, 2.3645], [-4.5941, 1.8976, 1.9481], [1.2889, -4.3039, 0.7654], [3.5268, -0.4056, 1.9519], [1.1522, -2.1328, 0.1918], [2.4416, 0.2869, 2.1425], [-0.5474, -1.2548, -4.1937], [-2.0403, 2.0966, -1.6647], [5.6853, -0.5480, 2.0205], [-4.0464, -1.2491, -3.0053], [0.8334, 4.6145, -0.4093], [3.3918, -1.4092, 1.5620], [1.2000, -1.4641, -2.8465], [-3.1728, 3.4797, 1.9960], [2.3464, -2.1653, -2.0740], [3.5524, -1.2503, -1.8837], [-3.1261, 2.0634, -1.6527], [3.8080, 2.1573, 2.8566], [0.6706, -3.1294, -4.0067], [2.5579, 1.5680, 2.5925], [-4.7979, 0.5168, 2.0499], [-3.5729, 0.6851, -1.6143], [-3.0769, -2.7181, -2.9039], [4.6933, 0.4392, -1.2594], [2.4280, -4.7807, -1.1104], [-4.6565, -2.6390, -2.0901], [-2.2571, -2.5216, -0.4734], [2.6874, -3.1001, -2.7621], [0.1534, -0.1036, 1.0349], [-0.2926, -0.0707, -3.4961], [1.3586, 2.3259, 2.8187], [4.8409, 3.9365, 3.5234], [-3.0957, -1.5598, -1.1661], [-5.4334, 1.2652, -0.8621], [-5.2476, -0.4687, -1.1364], [-5.8035, 0.1186, 1.9787], [-5.0095, 0.5140, -1.5361], [-1.3604, -2.7661, -1.0531], [-0.9424, 2.2537, 2.3947], [0.7455, -0.2081, -2.6846], [-5.4827, 0.6211, -2.5181], [1.0547, 2.0884, -1.3570], [-3.5165, 2.5471, -2.5521], [-5.9627, 2.9559, 1.6643], [-2.8373, -3.4316, -0.3094], [5.9395, 1.7947, 2.8494], [4.8294, 0.0872, 2.2035], [-3.7357, -0.3222, 2.2381], [0.4385, -2.1109, -3.7464], [-0.9938, 3.3496, 2.3213], [-3.8851, -1.3933, 2.3045], [0.8199, -3.0293, 1.1118], [4.9642, 1.3660, 2.6488], [6.6178, -0.2118, -2.2033], [2.7662, 5.1984, 3.9464], [-3.7602, -2.0668, -2.3486], [-1.6603, 0.0885, -0.5374], [-1.3148, -1.4456, -4.9226], [0.1662, 1.6439, 2.5799], [0.5660, 4.1594, 3.5495], [-3.3280, 2.4089, 2.0654]]}

No. 2
{"formula": "C30H32BF4MoNO2Sb2", "method": "ωB97M-V/def2-TZVPD", "lumo_ha": [-0.2734, -0.2734], "multiplicity": 3, "charge": 2, "e_above_lowest_kcal_mol": 5.9, "elements": ["C", "H", "N", "H", "H", "C", "C", "C", "H", "H", "H", "C", "H", "B", "H", "O", "H", "H", "H", "C", "C", "F", "H", "H", "C", "C", "H", "C", "C", "H", "O", "H", "H", "H", "H", "C", "H", "C", "H", "H", "C", "H", "C", "F", "F", "H", "Sb", "F", "C", "H", "H", "H", "C", "Mo", "H", "C", "C", "C", "C", "Sb", "C", "C", "C", "C", "C", "C", "C", "H", "C", "H", "C", "H", "H"], "positions_angstrom": [[1.2323, -1.5378, -3.2808], [2.2587, 3.6068, -4.9346], [0.5849, -1.7152, 3.0092], [-0.0207, 6.0971, 0.4961], [-2.5366, 2.8177, -0.5852], [0.0450, 2.9161, 1.6424], [-2.2877, 0.0665, 3.0191], [0.7973, -1.3598, -4.5949], [1.2976, -1.2193, 3.5413], [2.4185, -2.7572, -1.9570], [1.2063, 4.6593, 2.0906], [-0.2963, 5.0567, 0.6058], [-3.3342, -1.0265, -2.1904], [3.8938, -1.4103, 0.4621], [-3.5887, 0.6386, -0.4385], [-0.0097, -2.6522, 0.5013], [1.2411, 1.4421, -4.4058], [-3.6823, -0.5780, 6.5531], [1.8703, 2.1895, -0.2045], [-1.7088, 3.2062, -0.0045], [-3.0307, -1.0906, 3.2691], [2.8306, -2.2609, 0.2507], [-3.5628, -0.9630, 0.2948], [2.4072, -3.9538, -6.0526], [-2.4567, -0.8433, -1.5651], [1.4754, 1.6853, -2.2675], [-1.8831, 5.1715, -0.8364], [0.3953, 4.2506, 1.5021], [2.0818, -2.5955, -2.9707], [-4.1228, -2.2015, 4.7432], [-2.0770, -3.4145, 0.8983], [0.9946, -3.4989, 4.1124], [-1.7527, 1.1068, -2.2654], [0.1299, -0.5530, -4.8674], [0.8926, -2.0815, -6.6078], [-3.2850, -0.4018, 5.5624], [-1.4875, 1.8937, 3.8443], [-0.3829, -3.9455, 2.5227], [-0.1074, -4.9791, 2.2988], [-3.2508, -1.8026, 2.4821], [-1.0104, 2.4038, 0.8904], [-1.2015, -3.9947, 3.2413], [1.5808, 2.0754, -3.5992], [4.7074, -1.7124, 1.4341], [2.3923, -0.2514, 1.5939], [3.0916, 5.0690, -3.1247], [-1.4746, 0.3838, 1.1106], [4.1085, -0.5043, -0.4540], [2.5316, 3.7211, -1.5602], [-2.3735, 1.4644, 6.1003], [2.9092, 4.3574, -0.7693], [-2.0270, -1.8266, -1.3701], [2.0767, -3.2779, -5.2756], [0.8294, -1.0593, 0.8467], [0.5974, 2.2913, 2.3362], [-0.9523, -3.3462, 1.2688], [2.5011, -3.4633, -3.9688], [1.2256, -2.2269, -5.5889], [0.8202, -3.1907, 3.0828], [0.5843, -0.1607, -1.8218], [-3.5292, -1.3180, 4.5473], [-1.3429, 4.5379, -0.1458], [-2.0411, 0.9851, 4.0379], [2.1626, 3.2997, -3.9019], [1.9520, 2.5036, -1.2427], [-2.9678, -0.2426, -0.2659], [2.6344, 4.1192, -2.8824], [3.1604, -4.2854, -3.7245], [-1.4903, 0.0502, -2.3416], [1.7230, -3.4157, 2.5165], [-2.5471, 0.7472, 5.3093], [-0.3098, -1.4863, 3.4457], [-1.5097, -0.2095, -3.3976]]}

No. 3
{"formula": "C30H32BF5N2O2SbSiZr", "method": "ωB97M-V/def2-TZVPD", "lumo_ha": -0.1247, "charge": 1, "e_above_lowest_kcal_mol": 33.7, "elements": ["C", "H", "C", "O", "H", "C", "H", "C", "C", "H", "H", "C", "F", "H", "H", "H", "H", "H", "F", "H", "H", "O", "C", "N", "F", "H", "C", "C", "H", "C", "H", "C", "C", "B", "H", "C", "C", "H", "H", "H", "C", "H", "C", "H", "C", "H", "C", "H", "C", "C", "F", "C", "Si", "H", "C", "H", "H", "C", "H", "C", "H", "C", "F", "C", "H", "H", "C", "C", "Zr", "H", "H", "Sb", "C", "C", "N"], "positions_angstrom": [[0.0275, 2.4478, -2.3637], [1.7438, 4.5141, -4.4848], [-2.6851, -0.0140, -0.6261], [-1.7083, 0.0848, -1.4238], [-4.2905, 3.1943, 0.1154], [0.6167, 2.9574, -3.5753], [-3.9076, 2.7713, -1.4035], [1.2825, -7.4951, 0.0739], [-0.1803, -1.3284, 3.9387], [-4.8554, 0.9956, 0.7262], [-0.8456, -0.8946, 4.6731], [-4.1096, 0.0851, -1.0669], [3.6683, -0.3791, -4.0774], [-0.3397, -2.0574, -3.0420], [-5.7804, 1.3933, -0.7198], [0.6699, 5.2077, -0.3966], [0.2796, -5.0289, 2.1212], [1.3751, -7.4399, -2.0594], [1.5856, -1.1961, 5.4651], [1.2801, -1.1359, -4.6728], [1.1155, -7.3598, 2.1984], [-2.4089, -0.1713, 0.6141], [1.0114, -1.9520, -1.3618], [-0.3394, 2.6891, -0.0153], [1.2089, 0.6264, 1.5152], [-1.2101, 5.7212, 0.7584], [2.0217, -2.1571, 3.3721], [-1.1072, 2.1807, 2.6684], [0.5469, 2.3523, -4.4704], [0.6542, -1.7818, -2.7063], [3.0403, -2.3484, 3.6824], [1.3959, 3.8919, 2.1419], [-4.7691, 1.2508, -0.3295], [1.0580, 1.4340, -1.3863], [1.7562, 5.9087, -2.4437], [0.6413, 4.5607, -1.2618], [1.5425, -1.2573, -3.6303], [-0.3857, 1.6587, 3.2967], [4.1766, -0.6908, -1.5715], [-1.8377, 2.6567, 3.3282], [0.9823, -6.8464, 1.2559], [-1.3793, 5.5292, 2.5001], [0.0324, 3.2855, -1.1722], [-0.8360, 1.8010, -2.4826], [1.1281, -6.8925, -1.1600], [0.5301, -5.1136, -2.1692], [1.5603, -2.5168, 2.1218], [1.3722, 4.1881, 3.1942], [-1.4514, 5.0050, 1.5437], [1.1415, -1.5505, 4.2550], [2.3328, 1.7468, -1.4435], [-0.6250, -1.6928, 2.6720], [-0.3336, 3.5116, 1.5730], [2.2322, -3.0387, 1.4529], [0.2360, -2.2640, 1.7323], [2.5932, -1.6033, 0.0705], [-4.6095, -0.8520, -0.8122], [0.5141, -5.5416, 1.1958], [2.0298, 3.0080, 2.0568], [3.1921, -1.0184, -1.8757], [-2.4897, 4.6958, 1.4104], [1.2610, 4.1476, -3.5900], [1.7385, -8.7547, 0.1253], [0.3496, -4.9039, -0.0297], [-4.1457, 0.2109, -2.1481], [1.8585, 4.7094, 1.5873], [0.6533, -5.5906, -1.2025], [2.8048, -0.8940, -3.1935], [-0.3301, 0.5366, 0.3471], [-1.6716, -1.5438, 2.4312], [-1.7392, 1.4383, 2.1542], [-0.4889, -2.9471, -0.1739], [2.2834, -1.5322, -0.9611], [1.2530, 4.9500, -2.4201], [-3.9169, 2.4382, -0.4451]]}

No. 4
{"formula": "C30H32BrIN4O2Ti", "method": "ωB97M-V/def2-TZVPD", "lumo_ha": -0.4639, "charge": 4, "elements": ["C", "H", "H", "H", "H", "H", "C", "N", "H", "I", "Ti", "C", "C", "C", "C", "H", "N", "C", "C", "C", "H", "C", "H", "H", "C", "C", "H", "N", "H", "H", "C", "C", "H", "H", "C", "H", "C", "H", "C", "C", "C", "Br", "C", "C", "C", "C", "H", "H", "H", "H", "C", "H", "C", "H", "H", "H", "C", "N", "C", "C", "H", "H", "H", "H", "H", "H", "O", "C", "C", "H", "O"], "positions_angstrom": [[0.2769, 2.8384, 6.2705], [2.7353, -3.1299, 1.4508], [-0.4530, 4.8598, -0.8926], [0.8918, -3.5205, 3.2820], [-0.6329, 1.6316, -2.3511], [0.8505, 3.7631, 6.2168], [1.4371, 1.2764, -2.8014], [0.0801, 3.2453, -3.3074], [-1.7751, 3.7442, -4.1476], [-2.8744, -1.4599, 0.8179], [-0.1443, -1.1270, 0.2540], [3.7441, 0.7955, -3.4639], [-3.4413, -3.1887, -0.2317], [-1.1919, 4.0104, -3.2653], [-0.7675, 3.3910, 1.4970], [-2.3711, 2.7707, -1.9019], [1.7118, -2.1156, -0.0890], [-1.3578, 4.2828, -0.6940], [-0.2340, 2.9842, 3.8044], [-2.6541, -3.7112, -1.2451], [2.5509, -4.0466, -0.0464], [-4.2317, -5.4601, -1.5853], [0.0449, -4.1689, 0.4233], [-0.9319, 2.2276, -0.0961], [0.8022, -4.0521, 1.2023], [-0.4043, 2.4484, 2.5147], [4.8542, 2.0035, -4.8600], [-0.9957, 3.1821, 0.2412], [-2.0467, 4.9306, -0.1556], [-5.9553, -5.4233, -0.3096], [-5.0240, -4.9405, -0.5735], [1.4406, 0.1711, -1.9335], [-4.5418, -6.3501, -2.1159], [0.8546, 3.7003, -3.7831], [2.6283, -1.7336, -0.9156], [-2.4141, -5.2519, -2.7231], [-4.6330, -3.7985, 0.1169], [0.5172, -1.6760, 4.2121], [-3.0308, -4.8473, -1.9318], [0.2409, 2.0652, -2.8237], [0.3143, 0.8660, 4.6880], [-1.0306, -2.8430, -1.7639], [4.9627, 1.0836, -4.2903], [2.5932, 1.5631, -3.5501], [2.0397, -3.3788, 0.6455], [0.2600, -3.3203, 2.4155], [0.7795, 2.1639, 6.9598], [3.5331, -2.3403, -0.9688], [-5.2559, -3.4048, 0.9097], [5.1461, 0.2704, -4.9941], [-2.0133, 3.8000, -1.9976], [-0.7515, -3.6545, 2.6547], [-0.1980, 1.0643, 2.3233], [-0.7016, 3.0802, 6.6891], [-2.9241, 4.3791, -2.1551], [5.8457, 1.1750, -3.6575], [2.5996, -0.5951, -1.8028], [0.2119, -1.8444, 2.2058], [0.1244, 2.2206, 4.9120], [3.7227, -0.2804, -2.5725], [0.5898, 0.2269, 5.5205], [2.5906, 2.3965, -4.2448], [-0.9157, 5.0591, -3.3657], [1.0606, -5.0666, 1.5069], [4.6118, -0.8958, -2.4766], [-0.8665, 4.4252, 1.8190], [0.3593, -0.1625, -1.2271], [0.3186, -1.1401, 3.2833], [0.1585, 0.2827, 3.4176], [-0.3890, 4.0496, 3.9420], [-0.3301, 0.4999, 1.1143]]}

No. 5
{"formula": "C30H32Cl72F10O3S2", "method": "ωB97M-V/def2-TZVPD", "lumo_ha": -0.0010, "elements": ["H", "C", "Cl", "Cl", "Cl", "H", "C", "Cl", "O", "Cl", "Cl", "Cl", "Cl", "Cl", "H", "Cl", "Cl", "F", "F", "O", "C", "C", "Cl", "F", "S", "C", "C", "Cl", "C", "Cl", "Cl", "F", "Cl", "Cl", "Cl", "S", "F", "H", "Cl", "Cl", "H", "F", "F", "Cl", "C", "Cl", "C", "Cl", "C", "C", "Cl", "Cl", "Cl", "Cl", "C", "Cl", "C", "H", "Cl", "H", "H", "Cl", "Cl", "Cl", "H", "Cl", "C", "C", "Cl", "H", "C", "Cl", "Cl", "Cl", "C", "H", "F", "H", "H", "H", "Cl", "H", "C", "Cl", "H", "Cl", "H", "Cl", "C", "Cl", "Cl", "C", "Cl", "Cl", "Cl", "Cl", "Cl", "Cl", "Cl", "Cl", "H", "H", "Cl", "H", "C", "Cl", "F", "H", "C", "C", "Cl", "Cl", "C", "Cl", "Cl", "Cl", "Cl", "Cl", "H", "Cl", "C", "H", "H", "Cl", "C", "C", "H", "Cl", "H", "Cl", "Cl", "C", "Cl", "Cl", "H", "H", "H", "H", "O", "Cl", "F", "Cl", "H", "Cl", "C", "C", "H", "Cl", "Cl"], "positions_angstrom": [[-4.4501, 1.4088, -4.9932], [-2.7010, 1.8204, -10.5955], [2.9762, 3.9303, -3.4145], [4.6009, 8.7869, 4.0724], [4.2921, -3.3602, 5.6634], [-4.1275, 5.9606, -6.3312], [1.3641, -3.2532, 2.5191], [-13.8749, 2.3415, 8.1714], [5.6160, -0.8168, 2.1861], [-9.1089, 1.2050, 3.0326], [-3.3010, -0.5507, -4.4523], [-11.4820, 0.6261, 4.5978], [-2.7747, -2.1818, 0.8867], [6.3523, -6.3826, 6.9429], [9.7760, -8.3115, -1.8119], [3.2881, 6.1657, -0.4538], [1.9057, 11.5184, 2.8155], [-0.2652, -1.5573, 1.8735], [2.5560, -4.9511, 3.5065], [6.6172, 0.0118, 4.2518], [-3.7815, 1.1240, -4.1899], [-4.1593, -2.7133, -0.0646], [1.1340, -7.2345, 9.7242], [0.6631, -1.1017, -0.0838], [1.0156, -2.0811, 1.0901], [-10.5963, 0.2504, 3.1187], [2.5778, -8.2444, 9.6564], [1.4713, 1.5720, -2.6452], [1.6191, 7.6949, -8.0510], [3.3251, 2.4440, -0.1243], [4.7687, 6.0650, 5.0755], [0.2770, -4.0267, 2.6916], [-4.7610, 8.3734, -5.4838], [-2.3739, 2.1825, -4.2285], [-6.1082, 8.0970, -2.9267], [5.3676, -0.4961, 3.7651], [0.1303, -3.1890, 0.4022], [-11.2168, 0.5228, 2.2763], [4.0767, 8.8907, 0.1281], [-4.7263, 0.4859, 2.1527], [2.2677, -9.2791, 9.7017], [3.1641, 0.6144, 3.9533], [1.8873, -0.9426, 1.7338], [4.6290, -0.6469, -1.6822], [2.6097, -4.1596, 2.3685], [-11.9292, 0.4017, 9.1166], [-3.0676, 5.7530, -6.3530], [-3.9088, -4.3520, -0.6782], [2.8802, -3.3616, 6.7228], [4.1280, -0.2240, -3.3210], [-4.6437, 1.3302, -2.6598], [2.6678, 6.7958, 3.2147], [0.9643, 10.7029, 0.1953], [3.3752, 8.1335, -2.5899], [6.0674, -2.8958, 0.9856], [8.0285, -9.4367, -0.7425], [9.3587, -8.2823, -0.8150], [6.9316, -3.5336, 0.8176], [10.6312, -8.7162, 0.3257], [0.6897, 7.5560, -8.5868], [6.5366, -2.5010, 3.0676], [5.7287, -6.3465, 4.1006], [-14.4874, -0.4972, 8.0735], [8.7792, -6.6418, -0.5156], [-1.7830, 2.1607, -11.0543], [-2.7952, 4.4022, -7.4573], [3.6851, 7.3516, 4.5393], [1.5518, 12.0492, 1.1720], [3.4378, 3.4675, 2.5952], [3.2877, 0.4757, -3.2615], [1.6818, -8.3515, -5.8248], [2.6931, -1.8028, 7.5237], [-6.2605, 4.0352, -4.3820], [5.8835, -6.2587, -1.5996], [3.9528, -3.4252, 2.3821], [0.8458, 3.8187, -2.4452], [2.4532, -5.0153, 1.3383], [-12.7920, 0.6620, 6.9633], [4.3756, -7.0362, 5.8805], [4.3038, -3.8903, 0.2975], [-7.6609, 1.6252, -3.5416], [-6.9852, 8.8792, -4.9501], [-6.0453, -0.3344, 2.9865], [1.3115, -9.9620, -6.4412], [-3.1017, 3.4345, -1.9446], [3.6315, -7.9216, 11.0312], [-5.0294, -2.7252, 0.5797], [5.4432, 0.5584, -4.1965], [2.4084, 2.7736, 1.3501], [-2.3361, 1.3455, -8.9333], [3.4480, -8.0007, 8.1379], [-2.5715, 3.4795, -1.0035], [-8.7863, 3.3163, -5.6217], [3.0106, -4.6782, 7.8846], [4.2034, -4.3658, -3.0379], [5.8007, -8.8639, 5.5432], [0.4424, 3.3684, -4.7029], [-3.2957, 0.4407, -11.5192], [-5.5827, -0.7634, 4.6315], [-3.7635, 3.5047, 0.2960], [2.0054, -3.5359, 6.1105], [2.4716, 12.4056, 0.7289], [3.4248, -8.1694, -5.6013], [-8.3713, 3.8480, -3.3832], [-6.7350, -7.3160, 0.1511], [-6.5630, -1.7683, 2.0914], [2.2509, -2.6025, 0.2631], [3.0452, 7.6186, 5.3688], [-7.8413, 3.2764, -4.1326], [6.4693, -1.9854, 2.1096], [0.7941, -8.0324, -4.3365], [1.7853, 9.4127, -7.6822], [4.8547, -3.8300, 1.2268], [-2.2109, 7.1993, -6.9046], [-2.5464, 5.3220, -4.7310], [-7.8247, -8.2355, 1.1899], [-1.5412, 2.0568, -0.8907], [-10.2481, -1.4698, 3.0167], [1.3650, -7.6290, -6.5640], [2.9358, 7.1463, -9.0893], [3.0583, 7.8600, -0.8745], [-5.7235, -7.6401, 0.3549], [7.4668, -1.6121, 1.9030], [-7.0775, -7.6279, -1.5503], [5.4274, -7.1424, 5.6503], [-6.0403, 9.0021, -4.4389], [2.0123, 1.8339, 1.7138], [-5.8007, 10.7209, -4.1322], [5.9104, -2.3467, 0.0629], [1.5433, 6.7407, -6.5730], [3.0888, -6.8814, -2.1062], [4.5313, -6.0741, -2.7204], [1.0486, 3.8504, 1.0071], [0.3905, 13.3758, 1.1725], [3.7442, -2.3605, 2.3857], [2.0259, 8.1174, -0.6796], [-6.8892, 0.3431, 3.0382], [5.2315, -4.8303, 1.4032], [4.4885, 0.9151, 3.5803], [-6.8351, -5.5917, 0.5026], [1.5033, -2.5239, 3.6527], [-4.4532, -1.5920, -1.3908], [4.8067, -6.5427, -3.6549], [3.5535, -1.6589, -4.1946], [1.3654, 3.2482, -3.2069], [-13.2168, 0.7194, 7.9554], [4.4423, -3.6535, 3.3222], [-3.8622, 3.1460, -10.6434], [-1.6037, 4.9622, -1.0010]]}